Record 1
Computed, not measured: a structure of composition C37H41Br2KN11O10S at a distorted geometry, with the ωB97M-V functional and the def2-TZVPD basis.

XYZ file:
```
103
C37H41Br2KN11O10S the ωB97M-V functional and the def2-TZVPD basis
K 0.1416 0.5490 1.2272
Br 5.0903 -5.9740 -1.6052
C 4.1231 -4.3411 -1.5994
C 4.7935 -3.1444 -1.4491
C 4.0332 -1.9831 -1.4825
N 2.7177 -1.9789 -1.6361
C 2.0836 -3.1434 -1.7448
C 2.7510 -4.3649 -1.7468
C 0.5974 -3.1054 -1.8337
C -0.0733 -3.9953 -2.6742
C -1.4510 -3.9222 -2.7230
Br -2.4087 -5.0768 -3.8901
C -2.1336 -3.0008 -1.9535
C -1.3726 -2.1513 -1.1618
N -0.0499 -2.2000 -1.0980
H 5.8624 -3.1138 -1.2973
H 4.5031 -1.0119 -1.3656
H 2.2122 -5.2985 -1.8014
H 0.4663 -4.7024 -3.2873
H -3.2121 -2.9408 -1.9739
H -1.8476 -1.3895 -0.5501
N 3.7034 0.9666 0.4710
C 3.4087 2.0260 1.4377
C 1.9222 2.4893 1.4335
O 1.4721 3.0030 2.4731
O 1.2920 2.2814 0.3646
H 3.2765 0.0991 0.7845
H 3.2139 1.2112 -0.3857
H 4.0075 2.9060 1.1850
H 3.6744 1.7054 2.4440
C -3.6247 -1.4649 1.9139
C -4.3521 -0.2863 1.2648
N -4.1402 0.9830 1.9482
C -5.0121 1.3206 3.0622
C -4.5772 0.7538 4.4196
C -2.9906 1.6807 1.6809
C -2.6898 2.8933 2.5205
N -2.2598 1.2997 0.6929
H -3.7989 -2.3800 1.3439
H -3.9653 -1.6246 2.9365
H -2.5533 -1.2610 1.9238
H -5.4283 -0.4741 1.2218
H -3.9618 -0.1641 0.2555
H -6.0083 0.9492 2.8118
H -5.0834 2.4068 3.1248
H -4.8870 -0.2832 4.5405
H -5.0189 1.3316 5.2335
H -3.4937 0.7836 4.5183
H -3.3478 3.7239 2.2608
H -1.6650 3.2054 2.3370
H -2.7922 2.6890 3.5849
H -1.4629 1.9148 0.5468
C -4.6925 -0.3561 -2.7327
S -3.2378 0.7560 -2.5310
C -4.2308 2.1519 -1.8912
O -2.8647 1.1433 -3.9101
H -4.3729 -1.1572 -3.3965
H -5.5235 0.1825 -3.1849
H -4.9674 -0.7516 -1.7547
H -4.7581 1.8380 -0.9907
H -4.9096 2.4775 -2.6778
H -3.5438 2.9583 -1.6438
O 0.1759 -7.0197 5.0375
N -0.4071 -6.0008 5.3795
O -1.1336 -5.9330 6.3602
C -0.2293 -4.8191 4.5810
C -0.8905 -3.6491 4.9163
C -0.7295 -2.5133 4.1599
C 0.1196 -2.4544 2.9728
O 0.1718 -1.4846 2.2096
C 0.8305 -3.7124 2.7411
C 0.6302 -4.8413 3.4865
N 1.7906 -3.8096 1.6775
O 1.9598 -4.9175 1.1740
O 2.4279 -2.8256 1.3600
N -1.4602 -1.3490 4.5747
O -2.3371 -1.4914 5.4237
O -1.1969 -0.2677 4.0800
H -1.5351 -3.6274 5.7814
H 1.1678 -5.7455 3.2422
C 1.9450 1.4461 -2.9699
C 1.0306 0.7317 -2.2118
N -0.1570 1.2180 -1.8608
C -0.4480 2.4553 -2.2325
C 0.3834 3.2583 -3.0174
C 1.6057 2.7141 -3.4008
C -0.0551 4.5673 -3.5261
C -0.7096 5.5445 -2.8912
C -0.9951 5.6892 -1.4569
C -0.1731 5.2039 -0.4415
C -0.5020 5.5452 0.8588
N -1.5765 6.2841 1.1513
C -2.3096 6.6706 0.1174
N -2.0729 6.4346 -1.1633
H 2.9020 1.0074 -3.2219
H 1.2597 -0.2693 -1.8734
H -1.4101 2.8436 -1.9205
H 2.2863 3.2948 -4.0134
H 0.1448 4.7171 -4.5831
H -1.0737 6.3830 -3.4740
H 0.6906 4.5886 -0.6418
H 0.1121 5.2091 1.6884
H -3.1966 7.2566 0.3425
```

Output
Net charge: -1
Maximum force in eV/Å: 1.8
HOMO-LUMO gap in eV: 7.29
E in a.u.: -8935.27834
ΔE to the lowest compared entry with this formula, charge and spin in kcal per mole: 33.9
LUMO in eV: 1.4

These are the Löwdin partial charges, in e, on atoms 1 to 99: K 0.851; Br 0.737; C -0.670; C -0.097; C -0.118; N 0.131; C -0.227; C -0.081; C -0.202; C -0.059; C -0.664; Br 0.733; C -0.100; C -0.107; N 0.151; H 0.102; H 0.103; H 0.110; H 0.108; H 0.092; H 0.093; N 0.006; C -0.189; C -0.760; O -0.037; O -0.226; H 0.054; H 0.040; H 0.107; H 0.107; C -0.054; C -0.214; N -0.090; C -0.211; C -0.075; C -0.426; C 0.016; N 0.062; H 0.077; H 0.064; H 0.054; H 0.117; H 0.062; H 0.112; H 0.104; H 0.063; H 0.075; H 0.048; H 0.089; H 0.074; H 0.081; H -0.002; C -0.249; S 0.783; C -0.242; O -0.541; H 0.039; H 0.048; H 0.032; H 0.041; H 0.054; H 0.029; O 0.055; N -0.368; O 0.055; C -0.152; C 0.084; C -0.058; C -0.282; O -0.163; C -0.056; C 0.083; N -0.327; O 0.053; O 0.101; N -0.336; O 0.042; O 0.073; H 0.130; H 0.132; C -0.052; C -0.145; N 0.073; C -0.125; C -0.202; C -0.019; C -0.038; C -0.037; C -0.279; C 0.013; C -0.112; N 0.071; C -0.233; N 0.112; H 0.102; H 0.062; H 0.091; H 0.114; H 0.111

---

Record 2
Computed, not measured: a structure of composition C37H41ClCuN13O3S2 at a distorted geometry, with the ωB97M-V functional and the def2-TZVPD basis.

XYZ file:
```
98
C37H41ClCuN13O3S2 the ωB97M-V functional and the def2-TZVPD basis
Cu -1.7633 -0.1397 -1.6106
N 3.0944 -6.0814 -2.8253
C 2.6729 -5.6587 -1.5882
C 1.5519 -6.1915 -0.9112
C 0.8842 -5.4630 0.0674
C 1.4322 -4.2224 0.5021
C 2.7269 -3.8564 0.0742
C 3.3215 -4.5396 -0.9503
S 0.4783 -2.8995 1.3002
O 1.4830 -1.8876 1.6751
O -0.2911 -3.5056 2.3933
N -0.4141 -2.1506 0.1873
C -1.6309 -2.5681 -0.1116
N -2.1944 -3.6751 0.4544
C -3.3492 -4.1142 -0.0055
C -4.0808 -3.4867 -1.0148
C -3.5253 -2.3344 -1.5208
N -2.3171 -1.8860 -1.0928
H 2.6796 -6.8982 -3.2158
H 3.9646 -5.7147 -3.2068
H 1.0833 -7.1384 -1.2045
H -0.0593 -5.8582 0.4763
H 3.2174 -2.9815 0.4914
H 4.2682 -4.2115 -1.3489
H -3.6711 -5.0438 0.4557
H -5.0877 -3.7771 -1.2546
H -3.9765 -1.7304 -2.3284
N -3.3240 1.4401 -5.2088
C -3.3239 1.3201 -3.8886
N -2.5112 0.3518 -3.5369
C -2.0358 -0.1075 -4.7175
N -2.5376 0.5041 -5.7904
C -1.0501 -1.1743 -4.7941
C -0.8074 -1.7766 -6.0583
N 0.1636 -2.6936 -6.2063
C 0.9021 -2.9654 -5.1333
C 0.6337 -2.3742 -3.8917
N -0.3931 -1.5450 -3.6979
H -3.7623 2.1442 -5.8137
H -3.8674 1.9479 -3.2045
H -1.3839 -1.5542 -6.9313
H 1.7133 -3.6888 -5.2814
H 1.2026 -2.6245 -2.9862
S -3.3002 1.1086 0.0348
C -3.4076 -0.0682 1.2269
N -4.5047 -0.8895 1.2334
C -4.8391 -1.7119 2.2554
C -4.0216 -1.8418 3.3435
C -2.8169 -1.0660 3.3839
C -2.5522 -0.1747 2.3672
H -5.1567 -0.7210 0.4693
H -5.7559 -2.2526 2.0816
H -4.2308 -2.5480 4.1550
H -2.1416 -1.0839 4.2255
H -1.6726 0.4599 2.3738
C 3.7798 0.8337 2.0120
C 3.1235 2.1805 2.3765
C 3.9289 2.8592 3.5436
C 1.7483 1.9073 2.9199
C 3.1732 3.0772 1.0990
O 4.6234 3.2772 0.8563
C 2.5719 4.5166 1.2959
C 1.1951 4.9703 0.7493
C -0.0150 4.8447 1.6570
C -0.0166 5.4611 2.9026
C -0.9890 5.1642 3.8536
C -2.0623 4.3023 3.5640
Cl -3.1644 3.7863 4.7981
C -2.1073 3.7348 2.2844
C -1.1029 4.0301 1.3188
C 2.8203 2.3305 -0.2134
N 1.4476 1.9832 -0.5398
C 0.7057 0.8676 -0.4099
N -0.2481 0.8686 -1.3360
C -0.0851 2.0264 -2.0316
N 0.9313 2.7473 -1.6347
H 3.8766 0.1887 2.9160
H 4.7985 0.9583 1.5595
H 3.1555 0.2148 1.3171
H 4.0288 2.1558 4.3852
H 3.4085 3.7654 3.8568
H 4.9794 3.1014 3.2257
H 1.8757 1.3367 3.8635
H 1.1359 1.2892 2.2234
H 1.2368 2.8277 3.2027
H 4.8005 4.1259 0.4073
H 3.3114 5.1836 0.8325
H 2.6271 4.7670 2.3475
H 0.9932 4.4357 -0.1697
H 1.2815 6.0365 0.4950
H 0.7765 6.1734 3.1500
H -0.9289 5.5985 4.8390
H -2.9285 3.1084 1.9836
H -1.1503 3.5915 0.3239
H 3.4714 1.4554 -0.2545
H 3.1159 3.1062 -0.9434
H 0.8871 0.0814 0.3102
H -0.7269 2.3285 -2.8332
```

Output
Net charge: +1
Spin multiplicity: 2
Maximum force in eV/Å: 3.1
HOMO-LUMO gap (spin up / spin down) in eV: 6.88 / 5.00
E in a.u.: -5268.92146
ΔE to the lowest compared entry with this formula, charge and spin in kcal per mole: 0.0
LUMO (spin up / spin down) in eV: -2.9 / -4.8
Expectation value of S²: 0.76

Charges in e, computed with Löwdin, in the same order as the atoms: Cu 0.441; N 0.111; C -0.304; C -0.045; C -0.057; C -0.262; C -0.084; C -0.038; S 0.631; O -0.379; O -0.341; N -0.065; C -0.463; N 0.142; C -0.117; C -0.066; C -0.133; N -0.020; H 0.090; H 0.107; H 0.112; H 0.117; H 0.107; H 0.104; H 0.120; H 0.099; H 0.116; N 0.049; C -0.135; N 0.074; C -0.295; N 0.158; C -0.204; C -0.037; N 0.091; C -0.097; C -0.078; N 0.126; H 0.185; H 0.137; H 0.110; H 0.115; H 0.117; S 0.721; C -0.715; N 0.062; C -0.059; C -0.010; C 0.010; C -0.049; H 0.143; H 0.135; H 0.127; H 0.128; H 0.112; C -0.053; C -0.523; C -0.029; C -0.033; C -0.371; O -0.057; C -0.071; C -0.123; C -0.237; C -0.046; C -0.089; C -0.668; Cl 0.664; C -0.110; C -0.028; C -0.053; N -0.021; C -0.060; N -0.040; C -0.189; N 0.139; H 0.103; H 0.105; H 0.066; H 0.090; H 0.071; H 0.101; H 0.107; H 0.075; H 0.077; H 0.104; H 0.117; H 0.094; H 0.068; H 0.127; H 0.127; H 0.104; H 0.047; H 0.086; H 0.127; H 0.144; H 0.108; H 0.112

---

Record 3
Computed, not measured: a structure of composition C37H41F3GeMgN5O2S at a distorted geometry, with the ωB97M-V functional and the def2-TZVPD basis.

XYZ file:
```
91
C37H41F3GeMgN5O2S the ωB97M-V functional and the def2-TZVPD basis
Mg -0.2264 0.1805 0.0342
C 4.9087 3.8496 -0.2459
C 4.2831 2.9647 0.8346
N 3.9364 1.6491 0.3246
C 2.8198 1.4929 -0.4747
S 2.8036 0.3134 -1.6658
N 1.8660 2.4027 -0.3675
N 0.6659 1.9913 -0.7432
C -0.1577 2.8383 -1.2698
C 0.2140 4.2638 -1.5670
C -1.4634 2.3132 -1.6118
C -2.3958 3.0359 -2.3681
C -3.6002 2.4479 -2.6988
C -3.8596 1.1508 -2.2765
C -2.8902 0.5039 -1.5264
N -1.7388 1.0671 -1.1966
H 5.0201 4.8810 0.0947
H 4.2565 3.8381 -1.1200
H 5.8889 3.4682 -0.5394
H 3.3584 3.4187 1.1887
H 4.9629 2.8444 1.6832
H 4.7104 1.1033 -0.0224
H 1.2384 4.4257 -1.2416
H -0.4463 4.9505 -1.0305
H 0.1457 4.4838 -2.6349
H -2.1642 4.0393 -2.6962
H -4.3316 2.9924 -3.2835
H -4.7847 0.6531 -2.5294
H -3.0362 -0.5113 -1.1768
O -0.1728 -1.5072 -1.0368
C 0.5789 -1.9757 -0.1411
O 1.0638 -1.2759 0.7800
C 0.7842 -3.5063 -0.1571
C 1.6860 -4.0717 0.9512
Ge 3.6379 -4.3516 0.6451
C 4.7806 -3.3993 -0.6401
C 4.5566 -3.5401 -2.0055
C 5.4350 -2.9914 -2.9259
C 6.5555 -2.3006 -2.4892
C 6.7987 -2.1702 -1.1308
C 5.9145 -2.7178 -0.2145
C 4.0010 -6.1893 -0.0397
C 5.3108 -6.4903 -0.4181
C 5.6317 -7.7063 -0.9999
C 4.6386 -8.6525 -1.2201
C 3.3357 -8.3780 -0.8370
C 3.0244 -7.1582 -0.2495
C 4.5519 -4.1954 2.3904
C 5.3360 -5.2174 2.9199
C 6.0056 -5.0479 4.1238
C 5.8955 -3.8512 4.8166
C 5.1079 -2.8277 4.3063
C 4.4415 -3.0004 3.1020
H 1.1068 -3.7963 -1.1597
H -0.2292 -3.8921 -0.0201
H 1.3257 -5.0572 1.2587
H 1.5866 -3.4108 1.8128
H 3.6776 -4.0724 -2.3530
H 5.2393 -3.0933 -3.9863
H 7.2295 -1.8455 -3.2043
H 7.6665 -1.6173 -0.7891
H 6.0981 -2.6061 0.8492
H 6.0904 -5.7519 -0.2638
H 6.6531 -7.9167 -1.2930
H 4.8802 -9.5948 -1.6962
H 2.5575 -9.1134 -1.0029
H 2.0010 -6.9531 0.0462
H 5.4240 -6.1518 2.3773
H 6.6123 -5.8522 4.5231
H 6.4232 -3.7167 5.7530
H 5.0144 -1.8969 4.8528
H 3.8328 -2.1967 2.6969
F -2.7419 0.5094 1.8077
C -1.7701 -0.4523 1.4712
F -2.5665 -1.5293 1.0554
F -1.3452 -0.8794 2.7381
C -0.6943 1.3055 5.1991
C 0.5565 1.7397 4.4251
C 1.7430 0.8286 4.7634
C 0.9034 3.2088 4.7128
C 0.2741 1.6399 2.9946
N 0.0485 1.6029 1.8733
H -0.5191 1.4089 6.2715
H -0.9322 0.2679 4.9685
H -1.5526 1.9151 4.9168
H 2.0072 0.9523 5.8149
H 2.6066 1.0757 4.1451
H 1.4801 -0.2128 4.5793
H 1.1380 3.3369 5.7706
H 0.0635 3.8546 4.4561
H 1.7640 3.5160 4.1180
```

Output
Net charge: -1
Maximum force in eV/Å: 1.3
HOMO-LUMO gap in eV: 6.62
E in a.u.: -4833.77398
ΔE to the lowest compared entry with this formula, charge and spin in kcal per mole: 20.9
LUMO in eV: 2.5

Charges in e, computed with Löwdin, in the same order as the atoms: Mg 0.499; C -0.097; C -0.281; N -0.042; C -0.916; S 0.591; N -0.039; N -0.067; C -0.273; C -0.030; C -0.197; C -0.016; C -0.074; C -0.058; C -0.094; N 0.085; H 0.061; H 0.065; H 0.065; H 0.090; H 0.100; H 0.087; H 0.058; H 0.081; H 0.077; H 0.099; H 0.101; H 0.097; H 0.118; O -0.065; C -0.682; O -0.059; C -0.140; C -0.242; Ge 1.066; C -0.282; C -0.111; C -0.088; C -0.099; C -0.095; C -0.109; C -0.267; C -0.122; C -0.092; C -0.107; C -0.102; C -0.105; C -0.273; C -0.104; C -0.099; C -0.106; C -0.094; C -0.112; H 0.106; H 0.117; H 0.055; H 0.061; H 0.104; H 0.100; H 0.096; H 0.096; H 0.092; H 0.103; H 0.097; H 0.094; H 0.096; H 0.090; H 0.089; H 0.095; H 0.094; H 0.097; H 0.109; F -0.057; C -0.473; F -0.044; F -0.048; C -0.036; C -0.578; C -0.033; C -0.043; C -0.107; N 0.244; H 0.085; H 0.081; H 0.093; H 0.085; H 0.088; H 0.093; H 0.084; H 0.088; H 0.085

---

Number 3 is which compound? C37H41F3GeMgN5O2S

---

What is the net charge in the second record? +1

---

The lowest E belongs to which entry? C37H41Br2KN11O10S